*1*
The following is a quantum chemistry calculation of C2H8N2O2S as an isolated structure, from OMol25.

Results
- Frontier orbital gap: 10.1 eV
- E_LUMO: 0.8 eV
- HOMO energy: -9.31 eV

Structure (ORCA input):
```
! RIJCOSX wB97M-V def2-TZVPD def2/J DEFGRID3
* xyz 0 1
C 1.565 0.797 1.017
C -0.264 -0.958 -0.452
N -0.479 0.975 -0.758
N -1.551 -1.446 -0.136
O 1.811 -1.898 1.105
O -0.133 -0.811 2.069
S 0.839 -0.848 0.995
H 1.635 1.348 0.066
H 0.742 1.354 1.541
H 2.592 0.765 1.326
H -0.025 -1.288 -1.496
H -0.964 1.236 0.127
H -1.114 1.034 -1.515
H -1.635 -1.541 0.868
H -1.699 -2.368 -0.545
*
```

Atomic partial charges in e from the Löwdin method, atoms 1 to 8: -0.161, -0.297, -0.009, 0.005, -0.316, -0.353, 0.637, 0.054

=====

*2*
The following is a quantum chemistry calculation of a 2-piece molecular cluster, C2H8N2O2S overall, from OMol25.

Results
- Frontier orbital gap: 8.8 eV
- E_LUMO: 0.4 eV
- HOMO energy: -8.41 eV

Structure (ORCA input):
```
! RIJCOSX wB97M-V def2-TZVPD def2/J DEFGRID3
* xyz 0 1
C 1.949 -0.055 -0.720
C -3.023 -0.700 -0.493
N 2.956 0.666 -0.078
N 2.763 1.409 0.836
O -0.702 1.205 1.361
O -1.814 0.024 -0.716
S -1.281 1.460 0.025
H 2.208 -1.064 -0.359
H 0.909 0.058 -0.290
H 2.060 -0.004 -1.737
H -3.941 -0.004 -0.323
H -3.025 -1.307 0.354
H -3.270 -1.202 -1.391
H -2.578 1.997 0.354
H 1.718 1.502 1.176
*
```

Atomic partial charges in e from the Löwdin method, atoms 1 to 8: -0.134, -0.135, -0.183, 0.038, -0.552, -0.478, 0.918, 0.098

=====

Calculated relative energies: *1* 0.0; *2* 120.5, given in kJ/mol

=====

*1*
The following is a quantum chemistry calculation of one molecule with the formula C3HBrN2, from OMol25.

Results
- Frontier orbital gap: 11.6 eV
- E_LUMO: -0.1 eV
- HOMO energy: -11.75 eV

Structure (ORCA input):
```
! RIJCOSX wB97M-V def2-TZVPD def2/J DEFGRID3
* xyz 0 1
N 0.533 1.496 -1.719
C 0.168 0.905 -0.809
C -0.167 0.252 0.389
Br -1.995 0.303 0.823
C 0.250 -1.320 0.112
N 0.677 -2.355 -0.065
H 0.533 0.719 1.270
*
```

The net atomic charges from Löwdin, expressed in e, are: 0.201, -0.352, -0.735, 0.792, -0.225, 0.147, 0.172

=====

*2*
The following is a quantum chemistry calculation of a 2-piece molecular cluster, C3HBrN2 overall, from OMol25.

Results
- Frontier orbital gap: 6.0 eV
- E_LUMO: -4.2 eV
- HOMO energy: -10.16 eV

Structure (ORCA input):
```
! RIJCOSX wB97M-V def2-TZVPD def2/J DEFGRID3
* xyz 0 1
C -0.656 -0.207 -1.186
C -0.418 -0.010 1.910
C 0.654 -0.116 -0.771
N -1.742 -0.291 -1.563
N -0.649 0.156 3.015
Br 1.633 1.429 -1.055
H 1.178 -0.961 -0.349
*
```

The net atomic charges from Löwdin, expressed in e, are: -0.352, -0.229, -0.508, 0.238, -0.088, 0.882, 0.058

=====

Calculated relative energies: *1* 0.0; *2* 361.1, given in kJ/mol